DFT (ωB97M-V/def2-TZVPD) results for a cluster of 5 separate species, C26H44N5O in total in a non-equilibrium geometry.

Results
LUMO in eV: -4.77
HOMO-LUMO gap in Ha: 0.26688
Electronic energy in Ha: -1365.6502
Charge: +1

Last column: Mulliken charge in e.
Element x y z (Å)
1 C -1.038 -2.269 0.506  -0.755
2 O -1.102 -0.845 0.277  -0.229
3 C -1.877 -0.507 -0.894  -0.475
4 C -3.417 -0.948 -0.843  -0.423
5 C -4.284 -0.256 0.318  -0.143
6 C -5.879 -0.587 0.173  -0.956
7 C -6.143 -2.139 -0.213  0.515
8 C -6.444 -3.167 0.946  -0.262
9 C -6.658 -4.664 0.482  -0.417
10 C -6.547 -5.039 -1.041  -0.234
11 N -6.284 -4.045 -2.070  -0.039
12 C -6.096 -2.669 -1.690  -0.229
13 H -0.177 -2.486 1.224  0.279
14 H -2.004 -2.681 0.981  0.188
15 H -0.859 -2.894 -0.450  0.298
16 H -1.802 0.612 -1.186  0.373
17 H -1.400 -1.072 -1.791  0.191
18 H -3.943 -0.696 -1.843  0.183
19 H -3.463 -2.098 -0.754  0.298
20 H -4.108 0.882 0.322  0.160
21 H -3.965 -0.730 1.325  0.176
22 H -6.364 -0.370 1.199  0.371
23 H -6.401 0.110 -0.582  0.359
24 H -6.504 -2.855 2.046  0.377
25 H -6.881 -5.455 1.292  0.336
26 H -6.683 -6.125 -1.388  0.361
27 H -6.199 -4.281 -3.080  0.314
28 H -5.857 -1.880 -2.497  0.339
29 C 0.291 2.228 0.823  -1.206
30 C 0.092 3.477 1.675  -0.345
31 C -1.356 3.655 2.135  -0.049
32 C -2.260 3.785 0.940  0.216
33 N -2.973 3.887 -0.002  -0.579
34 H -0.290 2.275 -0.102  0.218
35 H 1.342 2.124 0.541  0.428
36 H -0.006 1.329 1.371  0.291
37 H 0.411 4.353 1.100  0.218
38 H 0.740 3.416 2.554  0.408
39 H -1.446 4.553 2.751  0.017
40 H -1.677 2.798 2.734  0.395
41 C 3.880 -3.899 -2.505  -1.079
42 C 3.688 -2.649 -1.652  -0.390
43 C 2.240 -2.466 -1.190  -0.262
44 C 1.335 -2.329 -2.387  0.251
45 N 0.625 -2.221 -3.330  -0.578
46 H 3.299 -3.849 -3.430  0.416
47 H 4.930 -4.007 -2.788  0.155
48 H 3.581 -4.798 -1.958  0.276
49 H 4.009 -1.774 -2.226  0.322
50 H 4.338 -2.715 -0.776  0.253
51 H 2.155 -1.569 -0.571  0.264
52 H 1.917 -3.322 -0.591  0.312
53 C -0.570 8.155 1.343  -0.791
54 C -1.522 8.582 2.456  -0.464
55 C -0.919 8.415 3.852  -0.418
56 C -0.580 6.971 4.093  0.361
57 N -0.314 5.832 4.283  -0.531
58 H -0.322 7.092 1.410  0.025
59 H -1.031 8.318 0.366  0.331
60 H 0.360 8.730 1.381  0.329
61 H -2.444 7.996 2.378  0.284
62 H -1.794 9.631 2.308  0.314
63 H -1.632 8.746 4.612  0.280
64 H -0.012 9.017 3.954  0.289
65 C 10.017 -2.929 -1.268  -1.163
66 C 9.052 -4.104 -1.393  -0.564
67 C 7.648 -3.677 -1.829  -0.287
68 C 7.063 -2.733 -0.816  0.365
69 N 6.611 -1.980 -0.005  -0.545
70 H 9.693 -2.221 -0.501  0.363
71 H 11.011 -3.283 -0.984  0.338
72 H 10.105 -2.391 -2.217  0.292
73 H 9.000 -4.623 -0.431  0.313
74 H 9.451 -4.815 -2.122  0.343
75 H 7.000 -4.553 -1.917  0.294
76 H 7.682 -3.181 -2.803  0.335